Record 1
ORCA calculation (ωB97M-V/def2-TZVPD) on a structure of composition C39H58N9O4PPd.

Last column: Mulliken charge in e.
Positions of all 112 atoms, in Å:
Pd (-0.525, 0.146, -0.581)  -0.7025
C (-4.629, -4.632, 4.253)  -1.0465
O (-4.728, -3.315, 3.756)  -0.4271
C (-5.439, -3.138, 2.599)  1.0940
C (-6.403, -4.013, 2.137)  -0.5099
C (-7.049, -3.761, 0.927)  -0.6856
C (-6.710, -2.639, 0.194)  -0.8940
C (-5.738, -1.759, 0.656)  -0.5275
C (-5.094, -1.988, 1.866)  0.4027
N (-4.099, -1.145, 2.367)  -0.2272
C (-3.198, -0.583, 1.370)  -1.3957
N (-3.568, 0.670, 1.051)  0.4513
C (-3.048, 1.679, 0.168)  0.3850
C (-1.694, 1.789, -0.201)  -0.4075
C (-1.413, 2.986, -0.919)  -0.7667
C (-2.364, 3.919, -1.280)  -0.6930
C (-3.708, 3.743, -0.934)  -0.6034
C (-4.029, 2.614, -0.200)  0.8558
O (-5.331, 2.344, 0.237)  -0.3582
C (-6.295, 3.336, 0.017)  -1.0671
N (-2.214, -1.250, 0.904)  1.2148
C (-1.896, -2.491, 1.438)  0.1444
C (-2.210, -3.669, 0.757)  0.1065
C (-1.884, -4.917, 1.269)  -1.0844
C (-1.217, -5.019, 2.482)  -0.5556
C (-0.877, -3.858, 3.168)  -0.6249
C (-1.206, -2.607, 2.664)  0.2740
O (-0.915, -1.514, 3.428)  -0.6141
C (-0.105, -0.486, 2.793)  -0.5192
H (-3.882, -4.605, 5.044)  0.2904
H (-4.295, -5.317, 3.471)  0.3940
H (-5.581, -4.981, 4.668)  0.3568
H (-6.643, -4.904, 2.701)  0.3167
H (-7.797, -4.454, 0.563)  0.3609
H (-7.188, -2.444, -0.758)  0.4016
H (-5.455, -0.894, 0.068)  0.5525
H (-3.571, -1.606, 3.099)  0.5246
H (-4.407, 0.951, 1.531)  0.4180
H (-0.384, 3.170, -1.211)  0.2754
H (-2.077, 4.804, -1.844)  0.3322
H (-4.455, 4.466, -1.228)  0.3202
H (-7.212, 2.991, 0.495)  0.2451
H (-6.486, 3.487, -1.051)  0.3580
H (-5.996, 4.295, 0.454)  0.4136
H (-2.730, -3.579, -0.189)  0.3429
H (-2.148, -5.809, 0.711)  0.2648
H (-0.949, -5.989, 2.887)  0.3105
H (-0.347, -3.896, 4.113)  0.4501
H (0.601, -0.142, 3.548)  0.2760
H (-0.720, 0.334, 2.432)  0.2336
H (0.441, -0.880, 1.937)  0.0362
N (0.175, -1.155, -2.145)  0.3075
P (0.366, -2.242, -3.150)  -1.4753
N (1.578, -3.472, -2.824)  0.0199
C (2.797, -2.847, -2.260)  -0.5331
C (3.541, -3.783, -1.317)  -1.3929
C (2.694, -4.073, -0.070)  -1.0025
C (1.206, -4.142, -0.453)  0.8187
C (1.072, -4.529, -1.925)  -1.0840
N (-1.002, -3.190, -3.502)  1.4815
C (-2.216, -2.977, -2.748)  -0.4134
C (-3.375, -2.600, -3.666)  -0.8565
C (-3.536, -3.639, -4.776)  -0.8965
C (-2.218, -3.847, -5.523)  -0.4876
C (-1.092, -4.179, -4.543)  -1.0022
N (0.782, -1.833, -4.786)  0.3075
C (2.149, -1.685, -5.237)  -1.2534
C (2.806, -0.362, -4.772)  -0.1572
C (1.726, 0.665, -4.422)  0.0093
C (0.608, 0.585, -5.453)  -1.0639
C (-0.078, -0.796, -5.356)  -0.3197
H (2.522, -1.932, -1.715)  0.4413
H (3.466, -2.556, -3.075)  0.3012
H (4.494, -3.321, -1.040)  0.4796
H (3.788, -4.711, -1.842)  0.4262
H (2.849, -3.285, 0.672)  0.2711
H (3.020, -5.013, 0.387)  0.3446
H (0.733, -3.164, -0.327)  -0.4463
H (0.667, -4.847, 0.187)  0.3943
H (0.028, -4.718, -2.170)  0.2593
H (1.618, -5.462, -2.121)  0.3183
H (-2.017, -2.193, -2.013)  -0.1246
H (-2.491, -3.907, -2.211)  0.2446
H (-3.171, -1.616, -4.100)  0.3577
H (-4.295, -2.516, -3.081)  0.2977
H (-4.331, -3.350, -5.471)  0.4385
H (-3.841, -4.593, -4.324)  0.2829
H (-1.950, -2.929, -6.056)  0.0701
H (-2.318, -4.647, -6.265)  0.4074
H (-0.133, -4.235, -5.058)  0.3613
H (-1.295, -5.175, -4.104)  0.5114
H (2.137, -1.707, -6.338)  0.5322
H (2.722, -2.556, -4.920)  0.5099
H (3.449, 0.022, -5.574)  0.4913
H (3.451, -0.538, -3.906)  -0.1138
H (2.150, 1.672, -4.365)  0.5223
H (1.283, 0.423, -3.448)  -0.4285
H (1.016, 0.736, -6.462)  0.3367
H (-0.130, 1.370, -5.280)  0.5169
H (-0.411, -1.110, -6.359)  0.3793
H (-0.962, -0.707, -4.723)  -0.1313
C (5.368, -0.772, 0.563)  -0.9021
N (4.529, -0.057, -0.370)  -0.2411
C (3.246, 0.348, 0.059)  0.5980
N (2.464, 0.843, -0.928)  0.0313
O (2.953, 0.296, 1.245)  -0.5990
H (6.421, -0.532, 0.397)  0.3164
H (5.244, -1.861, 0.510)  0.1740
H (5.082, -0.456, 1.564)  0.3569
H (4.560, -0.382, -1.324)  0.2788
H (2.804, 0.705, -1.869)  0.2246
H (1.410, 0.700, -0.878)  -0.1879

Values from the calculation:
highest occupied orbital energy	0.0336	hartree
Kohn-Sham gap	3.24	eV
multiplicity	1
net charge	-2
largest force on an atom	1.1	eV Å⁻¹


Record 2
ORCA calculation (ωB97M-V/def2-TZVPD) on a structure of composition C39H60As3N2S5Ti.

Last column: Löwdin spin population.
Positions of all 110 atoms, in Å:
Ti (-0.116, 0.259, 2.234)  0.9668
C (6.477, -2.334, -1.539)  0.0013
C (5.409, -1.524, -2.289)  0.0001
C (4.161, -2.395, -2.437)  0.0001
C (5.921, -1.184, -3.695)  0.0000
C (5.123, -0.245, -1.497)  0.0004
C (6.083, 0.784, -1.494)  0.0015
C (5.908, 1.942, -0.764)  0.0000
C (4.740, 2.085, -0.022)  0.0012
S (4.228, 3.382, 0.994)  0.0030
C (2.729, 2.495, 1.351)  0.0047
N (2.644, 1.361, 0.758)  0.0108
C (3.767, 1.083, -0.008)  0.0008
C (3.971, -0.088, -0.739)  0.0049
C (1.733, 3.064, 2.278)  0.0163
C (1.939, 4.389, 2.697)  -0.0018
C (1.092, 5.002, 3.595)  0.0180
C (0.026, 4.263, 4.099)  -0.0003
C (-0.173, 2.962, 3.676)  0.0150
C (0.641, 2.284, 2.732)  0.0065
H (6.710, -3.255, -2.082)  0.0000
H (6.117, -2.602, -0.543)  0.0018
H (7.399, -1.758, -1.427)  0.0000
H (4.392, -3.260, -3.063)  0.0000
H (3.343, -1.842, -2.906)  0.0003
H (3.814, -2.761, -1.470)  0.0003
H (6.047, -2.102, -4.276)  0.0000
H (6.887, -0.675, -3.673)  0.0000
H (5.211, -0.541, -4.221)  0.0000
H (6.995, 0.671, -2.067)  0.0001
H (6.664, 2.717, -0.771)  0.0000
H (3.216, -0.866, -0.668)  0.0036
H (2.776, 4.958, 2.308)  -0.0004
H (1.263, 6.026, 3.906)  0.0015
H (-0.650, 4.703, 4.826)  -0.0006
H (-0.992, 2.412, 4.119)  0.0003
C (-0.474, 1.397, -4.558)  0.0000
C (-0.697, 0.090, -3.809)  0.0004
S (-0.392, 0.102, -2.032)  0.0020
C (1.322, 0.660, -1.908)  0.0019
C (1.631, 2.164, -1.972)  0.0003
S (0.449, 3.201, -1.073)  0.0023
C (0.068, 4.492, -2.280)  0.0004
C (-0.246, 4.092, -3.723)  0.0000
S (-1.487, 2.792, -3.976)  0.0001
H (-0.697, 1.231, -5.614)  0.0000
H (0.572, 1.689, -4.496)  0.0000
H (-0.086, -0.685, -4.280)  0.0001
H (-1.739, -0.226, -3.902)  0.0000
H (1.923, 0.137, -2.658)  0.0001
H (1.641, 0.285, -0.933)  0.0016
H (1.681, 2.513, -2.999)  0.0000
H (2.622, 2.316, -1.539)  0.0000
H (0.878, 5.225, -2.308)  0.0001
H (-0.797, 4.995, -1.841)  0.0000
H (0.658, 3.794, -4.254)  0.0000
H (-0.613, 4.982, -4.237)  0.0000
C (-2.954, 3.119, 2.067)  0.0057
As (-2.510, 1.368, 1.313)  0.0143
C (-3.212, 1.794, -0.469)  0.0009
C (-4.068, 0.454, 2.107)  -0.0013
C (-4.537, -0.961, 1.696)  -0.0001
C (-5.854, -1.184, 2.454)  0.0000
C (-3.553, -2.051, 2.152)  -0.0024
As (-1.723, -2.061, 1.426)  0.0118
C (-1.981, -3.189, -0.186)  0.0066
C (-1.045, -3.487, 2.567)  0.0030
C (-4.771, -0.992, 0.174)  0.0000
As (-5.703, -2.410, -0.851)  0.0001
C (-5.583, -4.073, 0.190)  0.0001
C (-7.570, -1.988, -0.392)  0.0000
H (-3.836, 3.517, 1.566)  0.0004
H (-2.109, 3.792, 1.939)  0.0000
H (-3.151, 3.012, 3.133)  0.0001
H (-4.261, 2.083, -0.390)  0.0001
H (-3.107, 0.964, -1.158)  0.0000
H (-2.624, 2.623, -0.864)  0.0000
H (-4.902, 1.147, 1.950)  -0.0003
H (-3.825, 0.448, 3.171)  -0.0005
H (-5.695, -1.037, 3.525)  0.0000
H (-6.232, -2.196, 2.309)  0.0000
H (-6.622, -0.478, 2.122)  0.0000
H (-3.979, -3.038, 1.964)  -0.0002
H (-3.391, -1.955, 3.228)  -0.0006
H (-2.181, -4.224, 0.097)  0.0006
H (-1.060, -3.157, -0.770)  0.0007
H (-2.792, -2.826, -0.817)  0.0004
H (-1.808, -4.258, 2.683)  0.0002
H (-0.789, -3.049, 3.529)  0.0002
H (-0.153, -3.909, 2.106)  0.0010
H (-3.810, -0.891, -0.329)  0.0000
H (-5.344, -0.105, -0.117)  0.0000
H (-4.556, -4.437, 0.195)  0.0001
H (-6.203, -4.805, -0.329)  0.0000
H (-5.938, -3.972, 1.214)  0.0000
H (-7.776, -0.950, -0.660)  0.0000
H (-7.786, -2.133, 0.665)  0.0000
H (-8.224, -2.629, -0.984)  0.0000
S (-1.136, -0.264, 4.113)  -0.0501
C (3.187, -3.329, 1.624)  0.2763
C (2.226, -3.026, 0.634)  0.0404
C (1.386, -1.960, 0.781)  0.1449
N (1.355, -1.149, 1.918)  0.2459
C (2.328, -1.435, 2.870)  0.1295
C (3.217, -2.460, 2.756)  0.0677
H (3.863, -4.169, 1.529)  0.0238
H (2.141, -3.623, -0.268)  -0.0032
H (0.684, -1.714, -0.006)  0.0087
H (2.324, -0.792, 3.739)  0.0105
H (3.933, -2.611, 3.555)  -0.0009

Values from the calculation:
highest occupied orbital energy (alpha / beta)	-0.0670 / -0.1604	hartree
expectation value of S²	2.026
Kohn-Sham gap (alpha / beta)	3.83 / 6.37	eV
multiplicity	3
net charge	-1
largest force on an atom	0.9	eV Å⁻¹


Energy relative to the best compared isomer or geometry (same formula, charge and spin) list, top to bottom, in kcal per mole: 0.0 4.8